The following is a quantum chemistry calculation of a molecular structure, C60H86ClGeN7O2PSi4Sn, from the OMol25 dataset.

HOMO level (spin up / spin down) = -12.361 / -12.351 eV
HOMO-LUMO gap (spin up / spin down) = 5.9 / 5.4 eV
net charge = +2
expectation value of S² = 0.771
relative energy (zero: lowest compared OMol25 entry of this formula, charge and spin) = 1.4201 eV
2S+1 = 2

Last column: Löwdin charge in e.
Element x y z (Å)
Sn (-0.667, 0.143, -0.113)  1.497
C (2.164, -4.982, 3.893)  -0.029
C (0.729, -4.641, 4.194)  -0.199
C (0.126, -5.156, 5.335)  -0.025
C (-1.207, -4.916, 5.626)  -0.063
C (-1.952, -4.116, 4.778)  -0.070
C (-1.364, -3.568, 3.648)  -0.062
C (-0.031, -3.840, 3.334)  -0.185
N (0.601, -3.299, 2.184)  0.161
C (0.103, -3.137, 0.923)  -0.413
N (-1.175, -3.577, 0.734)  0.147
C (-2.107, -3.128, -0.227)  -0.209
C (-2.085, -1.849, -0.763)  -0.115
C (-2.943, -1.473, -1.767)  -0.114
C (-3.934, -2.347, -2.181)  -0.031
C (-4.036, -3.590, -1.577)  -0.007
C (-3.132, -4.006, -0.607)  -0.190
C (-3.239, -5.368, 0.022)  -0.017
N (0.896, -2.597, 0.028)  0.101
C (0.794, -2.981, -1.329)  -0.275
C (0.786, -2.010, -2.333)  -0.135
C (0.630, -2.337, -3.669)  -0.132
C (0.538, -3.667, -4.041)  -0.091
C (0.666, -4.645, -3.067)  -0.033
C (0.795, -4.335, -1.715)  -0.205
C (0.946, -5.470, -0.735)  -0.015
H (2.554, -5.653, 4.654)  0.089
H (2.797, -4.091, 3.879)  0.070
H (2.252, -5.486, 2.928)  0.085
H (0.712, -5.771, 6.006)  0.120
H (-1.660, -5.352, 6.505)  0.114
H (-2.993, -3.911, 4.986)  0.110
H (-1.949, -2.918, 3.014)  0.084
H (1.608, -3.280, 2.222)  0.095
H (-1.531, -4.217, 1.428)  0.115
H (-2.881, -0.489, -2.212)  0.073
H (-4.631, -2.043, -2.951)  0.115
H (-4.834, -4.262, -1.867)  0.124
H (-4.111, -5.889, -0.365)  0.090
H (-3.347, -5.304, 1.108)  0.087
H (-2.361, -5.977, -0.203)  0.082
H (0.863, -0.964, -2.052)  0.033
H (0.582, -1.559, -4.420)  0.108
H (0.394, -3.947, -5.075)  0.123
H (0.666, -5.688, -3.358)  0.125
H (1.165, -6.388, -1.278)  0.089
H (0.031, -5.645, -0.168)  0.067
H (1.752, -5.291, -0.021)  0.066
C (3.493, -1.227, 2.610)  -0.206
Si (4.493, -1.842, 1.124)  0.377
C (4.115, -3.626, 0.636)  -0.216
C (6.342, -1.600, 1.444)  -0.206
Ge (4.053, -0.443, -0.840)  0.973
Si (5.211, 1.725, -0.581)  0.386
C (4.752, 2.332, 1.142)  -0.214
C (4.714, 2.879, -1.984)  -0.205
C (7.061, 1.346, -0.697)  -0.193
Si (3.941, -1.358, -3.135)  0.424
C (5.803, -1.099, -3.416)  -0.219
C (2.916, -0.190, -4.202)  -0.196
C (3.422, -3.163, -3.271)  -0.185
H (3.730, -1.790, 3.514)  0.041
H (2.418, -1.289, 2.433)  0.000
H (3.730, -0.180, 2.812)  0.007
H (4.213, -4.310, 1.481)  0.032
H (4.806, -3.965, -0.138)  0.040
H (3.103, -3.705, 0.233)  -0.018
H (6.723, -2.385, 2.098)  0.045
H (6.534, -0.643, 1.930)  0.027
H (6.926, -1.630, 0.523)  0.027
H (3.672, 2.458, 1.204)  -0.006
H (5.219, 3.291, 1.374)  0.045
H (5.064, 1.618, 1.908)  0.017
H (3.660, 3.146, -1.896)  -0.001
H (4.874, 2.418, -2.961)  0.024
H (5.306, 3.795, -1.954)  0.043
H (7.459, 0.971, 0.246)  0.024
H (7.611, 2.255, -0.946)  0.046
H (7.286, 0.610, -1.470)  0.014
H (6.047, -0.036, -3.453)  0.020
H (6.125, -1.545, -4.359)  0.048
H (6.394, -1.557, -2.618)  0.028
H (3.132, 0.853, -3.963)  0.012
H (1.851, -0.362, -4.046)  -0.013
H (3.122, -0.341, -5.263)  0.054
H (3.298, -3.628, -2.293)  0.024
H (4.154, -3.746, -3.832)  0.054
H (2.468, -3.241, -3.791)  -0.004
Cl (2.374, 2.112, 4.614)  0.744
C (1.014, 1.157, 4.166)  -0.635
C (0.219, 0.550, 5.129)  -0.041
C (-0.886, -0.174, 4.711)  -0.008
C (-1.156, -0.259, 3.357)  -0.118
N (-0.369, 0.299, 2.438)  -0.010
C (0.700, 0.990, 2.829)  -0.201
H (0.455, 0.652, 6.180)  0.124
H (-1.529, -0.667, 5.426)  0.124
H (-2.032, -0.770, 2.983)  0.073
H (1.307, 1.428, 2.042)  0.076
C (2.961, 5.682, -0.255)  -0.106
N (2.274, 4.541, 0.338)  -0.289
C (2.110, 4.720, 1.781)  -0.122
P (0.973, 3.758, -0.381)  0.577
O (1.030, 2.294, -0.054)  -0.418
N (-0.414, 4.499, 0.217)  -0.257
C (-1.414, 5.004, -0.728)  -0.074
C (-1.050, 3.845, 1.363)  -0.103
N (1.140, 3.989, -2.015)  -0.290
C (1.101, 5.298, -2.668)  -0.111
C (0.760, 2.908, -2.917)  -0.096
H (3.878, 5.845, 0.314)  0.091
H (2.379, 6.610, -0.215)  0.094
H (3.239, 5.471, -1.284)  0.059
H (3.071, 5.009, 2.206)  0.090
H (1.807, 3.781, 2.244)  0.031
H (1.373, 5.491, 2.029)  0.096
H (-1.957, 4.195, -1.222)  0.075
H (-0.955, 5.647, -1.472)  0.062
H (-2.138, 5.601, -0.174)  0.089
H (-1.663, 4.581, 1.885)  0.097
H (-0.301, 3.467, 2.057)  0.054
H (-1.689, 3.014, 1.048)  0.052
H (1.061, 6.098, -1.934)  0.071
H (0.231, 5.377, -3.323)  0.093
H (1.998, 5.432, -3.278)  0.096
H (0.855, 1.951, -2.406)  0.045
H (1.429, 2.918, -3.781)  0.091
H (-0.269, 3.018, -3.274)  0.090
O (-2.343, 1.400, -0.487)  -0.498
Si (-3.930, 1.696, -0.488)  0.487
C (-4.381, 3.534, -0.336)  -0.242
C (-4.432, 4.125, 0.928)  -0.128
C (-4.765, 5.464, 1.077)  -0.082
C (-5.048, 6.236, -0.041)  -0.079
C (-5.006, 5.660, -1.303)  -0.072
C (-4.689, 4.316, -1.449)  -0.092
C (-4.727, 1.175, -2.127)  -0.260
C (-6.004, 0.621, -2.166)  -0.080
C (-6.594, 0.294, -3.381)  -0.076
C (-5.910, 0.508, -4.568)  -0.078
C (-4.636, 1.061, -4.542)  -0.076
C (-4.052, 1.394, -3.328)  -0.131
C (-4.757, 0.831, 0.975)  -0.211
C (-5.970, 1.269, 1.509)  -0.088
C (-6.536, 0.638, 2.608)  -0.061
C (-5.899, -0.445, 3.194)  -0.072
C (-4.702, -0.907, 2.665)  -0.091
C (-4.143, -0.272, 1.566)  -0.113
H (-4.213, 3.530, 1.808)  0.104
H (-4.803, 5.905, 2.066)  0.108
H (-5.318, 7.278, 0.071)  0.109
H (-5.227, 6.259, -2.177)  0.108
H (-4.688, 3.875, -2.438)  0.098
H (-6.543, 0.441, -1.243)  0.102
H (-7.594, -0.121, -3.397)  0.109
H (-6.366, 0.251, -5.515)  0.108
H (-4.102, 1.242, -5.466)  0.105
H (-3.054, 1.822, -3.306)  0.099
H (-6.476, 2.118, 1.064)  0.112
H (-7.474, 0.997, 3.011)  0.112
H (-6.332, -0.932, 4.057)  0.108
H (-4.213, -1.767, 3.112)  0.090
H (-3.215, -0.639, 1.134)  0.046

The following is a quantum chemistry calculation of 15 unconnected molecules or ions with the total composition C60H90O45, from the OMol25 dataset.

HOMO level = -10.226 eV
HOMO-LUMO gap = 9.9 eV
net charge = 0
relative energy (zero: lowest compared OMol25 entry of this formula, charge and spin) = 10.0793 eV
2S+1 = 1

Last column: Löwdin charge in e.
Element x y z (Å)
C (-14.520, -7.064, 16.734)  -0.030
C (-13.534, -6.757, 17.823)  -0.313
C (-12.767, -7.972, 18.280)  -0.121
O (-11.431, -7.552, 18.210)  0.075
C (-11.301, -6.341, 17.647)  -0.537
O (-10.237, -5.783, 17.418)  0.131
O (-12.506, -5.911, 17.244)  0.094
H (-15.063, -6.140, 16.536)  0.089
H (-15.229, -7.796, 17.118)  0.092
H (-14.038, -7.372, 15.806)  0.100
H (-14.021, -6.325, 18.697)  0.156
H (-13.067, -8.842, 17.695)  0.129
H (-12.943, -8.312, 19.301)  0.134
C (-2.539, -2.014, 19.638)  -0.007
C (-1.837, -0.861, 20.371)  -0.362
C (-1.025, 0.193, 19.642)  -0.089
O (-1.517, 1.383, 20.202)  0.074
C (-2.650, 1.209, 20.912)  -0.435
O (-3.370, 2.032, 21.552)  0.086
O (-2.859, -0.155, 20.981)  0.050
H (-3.258, -2.552, 20.256)  0.082
H (-1.844, -2.795, 19.330)  0.082
H (-3.058, -1.611, 18.768)  0.084
H (-1.205, -1.173, 21.203)  0.151
H (-1.354, 0.109, 18.606)  0.139
H (0.007, -0.061, 19.884)  0.146
C (-4.405, -7.370, 23.093)  -0.021
C (-4.300, -6.640, 24.477)  -0.278
C (-5.542, -6.814, 25.419)  -0.074
O (-4.898, -7.125, 26.638)  0.072
C (-3.599, -7.385, 26.469)  -0.524
O (-2.846, -7.776, 27.402)  0.089
O (-3.234, -7.211, 25.208)  0.089
H (-3.441, -7.398, 22.585)  0.077
H (-5.033, -6.833, 22.382)  0.079
H (-4.707, -8.417, 23.061)  0.080
H (-3.999, -5.599, 24.360)  0.152
H (-6.083, -7.626, 24.932)  0.124
H (-6.152, -5.916, 25.514)  0.136
C (-14.136, -11.877, 12.090)  -0.023
C (-12.714, -12.435, 12.242)  -0.294
C (-11.849, -12.370, 11.005)  -0.125
O (-10.675, -11.810, 11.501)  0.076
C (-10.868, -11.265, 12.728)  -0.498
O (-10.038, -10.525, 13.326)  0.088
O (-12.100, -11.508, 13.163)  0.089
H (-14.555, -11.754, 13.088)  0.086
H (-14.723, -12.582, 11.500)  0.086
H (-14.251, -10.919, 11.584)  0.090
H (-12.728, -13.461, 12.608)  0.154
H (-12.324, -11.733, 10.258)  0.133
H (-11.746, -13.319, 10.479)  0.139
C (-4.019, -11.031, 14.358)  -0.012
C (-3.885, -9.452, 14.576)  -0.297
C (-4.618, -9.071, 15.852)  -0.137
O (-3.677, -8.429, 16.639)  0.075
C (-2.423, -8.583, 16.119)  -0.478
O (-1.363, -8.226, 16.627)  0.132
O (-2.563, -9.202, 14.918)  0.067
H (-5.022, -11.372, 14.101)  0.078
H (-3.691, -11.621, 15.214)  0.085
H (-3.422, -11.360, 13.508)  0.071
H (-4.131, -8.888, 13.677)  0.151
H (-4.966, -10.017, 16.268)  0.124
H (-5.497, -8.471, 15.616)  0.140
C (1.736, -8.541, 22.176)  -0.015
C (2.982, -7.674, 21.975)  -0.318
C (3.577, -7.600, 20.591)  -0.127
O (3.392, -6.289, 20.234)  0.064
C (2.796, -5.551, 21.214)  -0.483
O (2.712, -4.312, 21.250)  0.109
O (2.464, -6.393, 22.199)  0.072
H (1.895, -9.578, 21.879)  0.084
H (0.852, -8.181, 21.651)  0.094
H (1.568, -8.542, 23.253)  0.086
H (3.735, -7.853, 22.743)  0.156
H (3.051, -8.233, 19.877)  0.140
H (4.646, -7.813, 20.611)  0.138
C (-3.166, -3.120, 13.413)  -0.012
C (-4.341, -2.147, 13.170)  -0.279
C (-5.599, -2.439, 14.068)  -0.056
O (-5.808, -1.133, 14.624)  0.059
C (-4.860, -0.268, 14.305)  -0.573
O (-4.886, 0.901, 14.702)  0.116
O (-3.881, -0.910, 13.696)  0.072
H (-3.552, -4.100, 13.135)  0.079
H (-2.997, -3.169, 14.489)  0.093
H (-2.340, -2.880, 12.743)  0.086
H (-4.619, -1.910, 12.143)  0.155
H (-5.474, -3.075, 14.944)  0.131
H (-6.474, -2.808, 13.532)  0.129
C (-9.067, -12.154, 21.420)  0.003
C (-9.013, -12.989, 20.032)  -0.306
C (-8.422, -12.192, 18.870)  -0.144
O (-7.583, -13.072, 18.255)  0.085
C (-7.363, -14.159, 19.005)  -0.459
O (-6.617, -15.096, 18.693)  0.122
O (-8.097, -14.015, 20.184)  0.062
H (-8.965, -12.866, 22.239)  0.073
H (-9.957, -11.565, 21.643)  0.072
H (-8.183, -11.525, 21.518)  0.072
H (-9.976, -13.444, 19.798)  0.148
H (-8.009, -11.251, 19.236)  0.134
H (-9.270, -11.952, 18.230)  0.137
C (5.083, -3.712, 12.977)  -0.025
C (3.634, -3.411, 13.335)  -0.349
C (3.067, -4.066, 14.595)  -0.141
O (2.614, -3.027, 15.368)  0.062
C (2.912, -1.802, 14.761)  -0.473
O (2.758, -0.719, 15.245)  0.165
O (3.553, -2.043, 13.578)  0.085
H (5.681, -3.442, 13.847)  0.092
H (5.477, -3.234, 12.080)  0.086
H (5.192, -4.772, 12.747)  0.087
H (3.086, -3.759, 12.459)  0.145
H (3.805, -4.656, 15.139)  0.135
H (2.271, -4.763, 14.336)  0.132
C (-6.452, -3.018, 4.709)  -0.017
C (-5.251, -3.760, 5.308)  -0.327
C (-4.356, -2.906, 6.203)  -0.109
O (-4.280, -3.541, 7.428)  0.118
C (-5.162, -4.469, 7.484)  -0.549
O (-5.374, -5.204, 8.439)  0.126
O (-5.779, -4.605, 6.260)  0.070
H (-6.941, -2.358, 5.424)  0.088
H (-7.245, -3.719, 4.448)  0.086
H (-6.220, -2.409, 3.835)  0.085
H (-4.649, -4.301, 4.577)  0.155
H (-4.682, -1.877, 6.356)  0.137
H (-3.355, -2.755, 5.799)  0.136
C (2.145, -15.872, 13.336)  -0.010
C (2.223, -14.408, 13.789)  -0.345
C (0.947, -13.666, 13.904)  -0.130
O (1.015, -12.976, 15.127)  0.058
C (2.187, -13.308, 15.803)  -0.481
O (2.540, -12.816, 16.866)  0.132
O (2.872, -14.137, 15.003)  0.099
H (1.335, -16.459, 13.769)  0.081
H (3.054, -16.413, 13.597)  0.086
H (1.920, -15.962, 12.273)  0.088
H (2.840, -13.890, 13.055)  0.150
H (0.115, -14.360, 13.786)  0.136
H (0.960, -12.929, 13.101)  0.137
C (-0.902, -8.335, 7.300)  -0.012
C (-0.166, -7.531, 8.419)  -0.307
C (0.073, -8.296, 9.726)  -0.068
O (1.469, -8.109, 9.907)  0.086
C (2.015, -7.508, 8.880)  -0.530
O (3.246, -7.285, 8.753)  0.087
O (1.108, -7.270, 7.909)  0.073
H (-1.890, -8.627, 7.657)  0.081
H (-0.367, -9.263, 7.094)  0.087
H (-1.017, -7.767, 6.377)  0.080
H (-0.576, -6.523, 8.487)  0.154
H (-0.116, -9.369, 9.776)  0.136
H (-0.501, -7.915, 10.571)  0.133
C (-6.205, -15.890, 11.277)  -0.007
C (-6.413, -16.700, 12.583)  -0.344
C (-6.881, -18.092, 12.412)  -0.165
O (-6.054, -18.901, 13.159)  0.079
C (-5.058, -18.119, 13.730)  -0.481
O (-4.122, -18.563, 14.368)  0.145
O (-5.214, -16.853, 13.303)  0.097
H (-7.138, -15.608, 10.790)  0.085
H (-5.610, -16.514, 10.609)  0.086
H (-5.662, -14.973, 11.507)  0.084
H (-7.086, -16.089, 13.185)  0.149
H (-6.794, -18.344, 11.355)  0.133
H (-7.945, -18.103, 12.649)  0.140
C (-2.099, -14.123, 20.596)  -0.019
C (-1.772, -15.585, 20.820)  -0.335
C (-0.645, -16.234, 20.078)  -0.079
O (0.304, -16.643, 21.056)  0.094
C (-0.199, -16.341, 22.233)  -0.586
O (0.225, -16.853, 23.251)  0.132
O (-1.310, -15.621, 22.143)  0.093
H (-2.462, -13.996, 19.576)  0.085
H (-1.279, -13.443, 20.822)  0.097
H (-2.983, -13.879, 21.185)  0.086
H (-2.697, -16.154, 20.721)  0.156
H (-0.230, -15.529, 19.358)  0.137
H (-0.906, -17.187, 19.618)  0.140
C (-1.036, -14.740, 4.035)  -0.027
C (-1.163, -15.630, 5.247)  -0.257
C (0.140, -16.245, 5.816)  -0.126
O (0.106, -15.962, 7.140)  0.097
C (-0.859, -15.124, 7.461)  -0.589
O (-1.084, -14.637, 8.568)  0.116
O (-1.484, -14.776, 6.378)  0.089
H (-0.346, -13.911, 4.193)  0.091
H (-1.936, -14.175, 3.793)  0.087
H (-0.648, -15.264, 3.162)  0.091
H (-1.986, -16.345, 5.219)  0.154
H (0.953, -15.731, 5.304)  0.134
H (0.276, -17.312, 5.638)  0.141